Computed, not measured: 8 unconnected molecules or ions with the total composition C45H88BrClF3N11O12P3S2 in a non-equilibrium geometry, with wB97M-V/def2-TZVPD.

Computed properties:
Charge = +1
LUMO level = -4.247 eV
Frontier orbital gap = 6.0 eV

Bonds (Å) are listed after each position.
Element x y z (Å)
1 Br -3.32758 0.46316 -6.31539  C54 2.043
2 Cl 1.11280 5.60608 -2.90217  N24 1.762
3 S 2.70420 5.21683 -0.53357  C64 1.912, C65 1.873
4 S -2.07956 -1.50756 -2.16973  P7 1.910
5 P -4.27913 1.49489 -3.24254  O14 1.536, C55 1.894, H145 1.473, H159 1.472
6 P -0.22574 4.84312 -6.49716  O12 1.743, O17 1.743, O19 1.607, C35 1.949
7 P -2.38943 0.08638 -1.16415  S4 1.910, C70 1.901, H98 1.476, H141 1.459
8 F 2.38073 -2.68005 0.33728  C50 1.504
9 F 3.72763 0.64835 -0.35631  C37 1.487
10 F 3.40226 -2.28703 -2.05384  C50 1.500
11 O 6.15419 -7.67028 -0.19238  C56 1.229
12 O -1.64490 4.37903 -7.39648  P6 1.743, H166 1.017
13 O -2.29218 -4.33624 2.70389  C42 1.229
14 O -5.38056 1.45691 -2.17240  P5 1.536
15 O 3.48429 5.09189 3.37593  C72 1.229
16 O 0.71161 -7.29052 -2.07470  C74 1.229
17 O -0.51236 6.33382 -5.64051  P6 1.743, H89 1.021
18 O -4.23830 3.02726 8.75584  C68 1.229
19 O 0.94575 5.10326 -7.56581  P6 1.607
20 O -2.14050 2.49955 3.75867  C48 1.471, H95 1.002
21 O 1.31161 0.26101 9.38528  C61 1.229
22 O -2.33607 -4.29146 -4.30939  C78 1.229
23 N -2.41553 5.08648 -3.34247  C44 1.479, C60 1.444
24 N 0.77991 4.04180 -2.16186  Cl2 1.762, C41 1.378, C64 1.516
25 N 0.47520 -8.99375 -3.51738  C62 1.444, C74 1.364, H151 1.013
26 N -4.38588 -4.76791 -5.09013  C49 1.444, C78 1.364, H127 1.013
27 N -0.44111 3.14865 -4.25440  C35 1.442, C41 1.489, C57 1.506
28 N -2.93872 1.20901 8.96395  C58 1.444, C68 1.364, H99 1.013
29 N 4.17485 5.09629 5.51166  C39 1.444, C72 1.364, H124 1.013
30 N 1.07519 -1.44223 7.94260  C61 1.364, C73 1.444, H104 1.013
31 N 4.84636 -6.19932 -1.27133  C36 1.444, C56 1.364, H97 1.013
32 N -0.31598 1.82946 -2.15234  C41 1.492, C70 1.487, C71 1.429
33 N -0.99261 -6.15449 2.91200  C42 1.364, C51 1.444, H147 1.013
34 C -3.94468 6.90871 -2.12440  C60 1.575, C77 1.625, H116 1.183
35 C 0.45460 3.42083 -5.35071  P6 1.949, N27 1.442, H107 1.195, H113 1.195
36 C 4.48564 -5.25975 -2.30668  N31 1.444, H81 1.093, H115 1.090, H134 1.093
37 C 2.59344 -0.29409 -0.54398  F9 1.487, C40 1.674, C50 1.506
38 C 3.88110 7.24392 4.35006  C72 1.504, H118 1.094, H123 1.093, H165 1.093
39 C 4.60149 5.67556 6.76357  N29 1.444, H88 1.090, H158 1.093, H164 1.093
40 C 1.01397 0.25176 -0.44180  C37 1.674, C71 1.665, H114 1.169, H117 1.181
41 C 0.07381 3.08532 -2.85831  N24 1.378, N27 1.489, N32 1.492
42 C -1.30512 -4.96336 2.32603  O13 1.229, N33 1.364, C76 1.504
43 C -3.24279 3.60646 1.65375  C48 1.639, C66 1.672, H110 1.185, H154 1.186
44 C -3.17136 4.03122 -2.63334  N23 1.479, C47 1.608, C55 1.693
45 C -1.77602 2.64867 -0.37678  C66 1.624, C70 1.679, H96 1.200, H108 1.167
46 C 0.00424 -0.38150 -6.65445  C63 1.677, H102 1.169, H103 1.195, H140 1.171
47 C -4.33081 4.39162 -1.57835  C44 1.608, C77 1.661, H86 1.172
48 C -2.06072 3.60308 2.78876  O20 1.471, C43 1.639, H87 1.193, H94 1.189
49 C -5.68806 -5.39173 -5.09586  N26 1.444, H85 1.093, H132 1.093, H139 1.090
50 C 2.79967 -1.76688 -0.78232  F8 1.504, F10 1.500, C37 1.506
51 C 0.11444 -7.03154 2.61184  N33 1.444, H93 1.093, H106 1.090, H120 1.093
52 C -3.64620 -5.79356 -2.98090  C78 1.504, H109 1.094, H133 1.093, H156 1.093
53 C 2.94557 8.01944 -0.22550  C65 1.672, H92 1.172, H137 1.182, H157 1.189
54 C -1.67125 1.31846 -5.47876  Br1 2.043, C57 1.603, C63 1.675, H84 1.211
55 C -2.66644 2.46476 -3.02942  P5 1.894, C44 1.693, C57 1.679, C70 1.680
56 C 6.00637 -6.90471 -1.14233  O11 1.229, N31 1.364, C67 1.504
57 C -1.80896 2.55723 -4.47042  N27 1.506, C54 1.603, C55 1.679, H138 1.200
58 C -1.83168 0.33196 8.66379  N28 1.444, H79 1.093, H148 1.090, H163 1.093
59 C 3.26830 -1.06246 8.98855  C61 1.504, H100 1.093, H126 1.093, H128 1.094
60 C -2.79065 6.45874 -3.09762  N23 1.444, C34 1.575, H125 1.193
61 C 1.82404 -0.68938 8.79833  O21 1.229, N30 1.364, C59 1.504
62 C 0.89035 -10.13880 -4.29286  N25 1.444, H91 1.090, H111 1.093, H112 1.093
63 C -0.47758 0.18941 -5.15262  C46 1.677, C54 1.675, H143 1.165, H149 1.157
64 C 1.30428 3.93207 -0.74396  S3 1.912, N24 1.516, H105 1.168, H152 1.169
65 C 2.09276 6.72268 0.39648  S3 1.873, C53 1.672, H130 1.173, H131 1.193
66 C -2.97609 2.29051 0.65669  C43 1.672, C45 1.624, H136 1.192, H146 1.160
67 C 7.07101 -6.71068 -2.18643  C56 1.504, H119 1.093, H135 1.093, H144 1.094
68 C -3.25124 2.40015 8.37798  O18 1.229, N28 1.364, C75 1.504
69 C 2.66830 -8.61399 -2.47143  C74 1.504, H150 1.094, H155 1.093, H160 1.093
70 C -1.75964 1.76253 -1.80243  P7 1.901, N32 1.487, C45 1.679, C55 1.680
71 C 0.61738 0.76148 -1.97603  N32 1.429, C40 1.665, H83 1.200, H142 1.196
72 C 3.82753 5.74117 4.36130  O15 1.229, N29 1.364, C38 1.504
73 C 1.49035 -2.58728 7.16712  N30 1.444, H80 1.093, H122 1.090, H162 1.093
74 C 1.22404 -8.24090 -2.66165  O16 1.229, N25 1.364, C69 1.504
75 C -2.35846 2.90142 7.27665  C68 1.504, H82 1.093, H90 1.093, H129 1.094
76 C -0.41235 -4.46209 1.22470  C42 1.504, H121 1.093, H153 1.093, H161 1.094
77 C -4.85486 5.92346 -1.20785  C34 1.625, C47 1.661, H101 1.164
78 C -3.39475 -4.89806 -4.16247  O22 1.229, N26 1.364, C52 1.504
79 H -2.23858 -0.63949 8.37224  C58 1.093
80 H 0.86644 -3.43664 7.45642  C73 1.093
81 H 3.57758 -5.62417 -2.79351  C36 1.093
82 H -1.34395 3.05075 7.65624  C75 1.093
83 H 1.67750 1.12564 -2.40372  C71 1.200
84 H -1.27561 1.78447 -6.52361  C54 1.211
85 H -5.77633 -5.98306 -6.01064  C49 1.093
86 H -4.89214 3.57795 -0.94782  C47 1.172
87 H -0.99704 3.52301 2.25348  C48 1.193
88 H 4.63212 6.76481 6.73010  C39 1.090
89 H 0.25416 6.93867 -5.93948  O17 1.021
90 H -2.35381 2.19043 6.44599  C75 1.093
91 H 1.94005 -10.38906 -4.13786  C62 1.090
92 H 2.43835 8.42111 -1.20222  C53 1.172
93 H 0.70941 -7.14946 3.52095  C51 1.093
94 H -2.08381 4.61715 3.40862  C48 1.189
95 H -2.95704 1.93352 3.63022  O20 1.002
96 H -0.80910 2.23253 0.19952  C45 1.200
97 H 4.17812 -6.38192 -0.53207  N31 1.013
98 H -1.68475 -0.12188 0.11584  P7 1.476
99 H -3.58423 0.93717 9.69595  N28 1.013
100 H 3.80160 -0.99129 8.03668  C59 1.093
101 H -5.69636 6.19285 -0.45001  C77 1.164
102 H 0.21237 0.47550 -7.42173  C46 1.169
103 H 1.06537 -0.88566 -6.43750  C46 1.195
104 H 0.11402 -1.13125 7.86624  N30 1.013
105 H 0.53224 4.18579 0.09513  C64 1.168
106 H 0.74618 -6.64662 1.81106  C51 1.090
107 H 0.71740 2.54630 -6.12077  C35 1.195
108 H -1.51716 3.77773 -0.51635  C45 1.167
109 H -2.76747 -5.79652 -2.32999  C52 1.094
110 H -3.29316 4.61818 1.03900  C43 1.185
111 H 0.72157 -9.91216 -5.34852  C62 1.093
112 H 0.26644 -10.98817 -4.00356  C62 1.093
113 H 1.53475 3.75800 -4.96756  C35 1.195
114 H 1.04928 1.11544 0.34584  C40 1.169
115 H 5.27287 -5.13656 -3.05074  C36 1.090
116 H -4.18407 8.06363 -2.03636  C34 1.183
117 H 0.40173 -0.69766 -0.09889  C40 1.181
118 H 3.57733 7.61392 3.36686  C38 1.094
119 H 6.68991 -7.00433 -3.16835  C67 1.093
120 H -0.29246 -8.00299 2.32029  C51 1.093
121 H -0.40770 -5.17307 0.39404  C76 1.093
122 H 2.54005 -2.83753 7.32212  C73 1.090
123 H 4.90172 7.58339 4.54654  C38 1.093
124 H 4.11428 4.08731 5.44329  N29 1.013
125 H -2.17980 7.30084 -3.68067  C60 1.193
126 H 3.34281 -2.07588 9.39236  C59 1.093
127 H -4.14422 -4.14976 -5.85555  N26 1.013
128 H 3.73436 -0.37295 9.69792  C59 1.094
129 H -2.73403 3.86020 6.90848  C75 1.094
130 H 0.93221 6.89319 0.36580  C65 1.173
131 H 2.48221 6.63092 1.52081  C65 1.193
132 H -6.44247 -4.60105 -5.10501  C49 1.093
133 H -3.82866 -6.81712 -3.31934  C52 1.093
134 H 4.27772 -4.29710 -1.83302  C36 1.093
135 H 7.39567 -5.66670 -2.20020  C67 1.093
136 H -2.63988 1.42101 1.39952  C66 1.192
137 H 3.10672 8.85781 0.59179  C53 1.182
138 H -2.47406 3.30112 -5.13642  C57 1.200
139 H -5.84603 -6.03519 -4.23012  C49 1.090
140 H -0.68180 -1.24641 -7.04555  C46 1.171
141 H -3.78851 0.05004 -0.75348  P7 1.459
142 H 0.44930 -0.25944 -2.57519  C71 1.196
143 H 0.47860 0.70185 -4.72737  C63 1.165
144 H 7.93492 -7.33792 -1.94961  C67 1.094
145 H -4.91248 2.05054 -4.45079  P5 1.473
146 H -4.00583 1.99185 0.21345  C66 1.160
147 H -1.63812 -6.42633 3.64400  N33 1.013
148 H -1.19994 0.71688 7.86301  C58 1.090
149 H -0.85779 -0.75337 -4.60111  C63 1.157
150 H 3.13436 -7.92447 -1.76206  C69 1.094
151 H -0.48598 -8.68277 -3.59374  N25 1.013
152 H 1.83807 2.89770 -0.63904  C64 1.169
153 H 0.60216 -4.31276 1.60429  C76 1.093
154 H -4.25618 3.38793 2.23061  C43 1.186
155 H 2.74281 -9.62741 -2.06762  C69 1.093
156 H -4.50013 -5.42408 -2.40652  C52 1.093
157 H 4.02388 7.63344 -0.54651  C53 1.189
158 H 5.59778 5.28966 6.99326  C39 1.093
159 H -4.01488 0.07915 -3.54750  P5 1.472
160 H 3.20160 -8.54281 -3.42329  C69 1.093
161 H -0.78791 -3.50331 0.85653  C76 1.094
162 H 1.32157 -2.36064 6.11145  C73 1.093
163 H -1.23670 0.21405 9.57290  C58 1.093
164 H 3.90372 5.35412 7.54086  C39 1.093
165 H 3.19416 7.64834 5.09852  C38 1.093
166 H -2.20077 5.19686 -7.63385  O12 1.017

Löwdin atomic charge list, values in e, 4 entries: number 1, Br, carries 0.654; number 2, Cl, carries 0.748; number 3, S, carries 0.773; number 4, S, carries 0.237